*w*
Formula: C3H8NO
Source: the OMol25 dataset
Level of theory: ωB97M-V/def2-TZVPD

Results
HOMO (alpha / beta): -4.18 / -8.12 eV
Molecular weight: 74.10 g/mol
Kohn-Sham gap (alpha / beta): 4.7 / 8.3 eV
Expectation value of S²: 0.7531

The geometry in ORCA input format:
```
! wB97M-V def2-TZVPD RIJCOSX def2/J DEFGRID3
* xyz 0 2
O -2.062 1.015 -0.508
C -1.443 0.069 -1.005
C 0.203 0.048 -1.129
N 0.725 0.380 0.249
C 0.351 -0.577 1.363
H -1.869 -0.797 -1.515
H 0.465 1.040 -1.826
H 0.679 -0.755 -1.566
H 0.346 1.300 0.589
H 1.760 0.432 0.382
H 1.082 -1.359 1.300
H 0.506 -0.057 2.270
H -0.742 -0.739 1.396
*
```

Results of the Mulliken charge analysis, in e, for atoms 1 through 8: number 1, O, carries -0.64; number 2, C, carries -0.30; number 3, C, carries -0.56; number 4, N, carries -0.41; number 5, C, carries -1.12; number 6, H, carries 0.35; number 7, H, carries 0.22; number 8, H, carries 0.38

=====

*x*
Formula: C3H8NO
Source: the OMol25 dataset
Level of theory: ωB97M-V/def2-TZVPD

Results
HOMO (alpha / beta): -5.95 / -10.01 eV
Molecular weight: 74.10 g/mol
Kohn-Sham gap (alpha / beta): 6.9 / 10.9 eV
Expectation value of S²: 0.7533

The geometry in ORCA input format:
```
! wB97M-V def2-TZVPD RIJCOSX def2/J DEFGRID3
* xyz 0 2
C 0.309 -0.218 -1.141
C 1.215 0.429 -0.437
C -2.103 0.029 -0.616
N -0.990 0.398 -1.309
H 0.419 -1.043 -1.829
H 0.927 1.420 -0.076
H 2.264 0.332 -0.223
H -2.973 0.670 -0.651
H -2.300 -0.923 -0.153
H -1.039 1.213 -1.909
H 1.973 -1.022 3.293
H 0.793 -0.339 2.584
O 1.505 -0.945 2.468
*
```

Results of the Mulliken charge analysis, in e, for atoms 1 through 8: number 1, C, carries -0.20; number 2, C, carries -0.65; number 3, C, carries -0.68; number 4, N, carries -0.22; number 5, H, carries 0.37; number 6, H, carries 0.26; number 7, H, carries 0.29; number 8, H, carries 0.29

=====

Short version: *w* is the least stable of them.